# C7H15N2S

An isolated ion of composition C7H15N2S and charge +1 in a non-equilibrium geometry (ωB97M-V/def2-TZVPD, the OMol25 dataset).

Highest occupied orbital energy (alpha / beta): -12.05 / -12.05 eV
Relative energy (zero: lowest compared OMol25 entry of this formula, charge and spin): 86.4 kcal per mole
Gap between HOMO and LUMO (alpha / beta): 6.558 / 6.558 eV
LUMO (alpha / beta): -5.5 / -5.5 eV
Total charge: +1

Each line ends with the Mulliken charge.
Geometry (Å):
C1 -2.2348 -1.0140 -0.1646  -0.0590
C2 -1.4330 1.5696 -0.4585  -0.8445
C3 0.7381 0.3533 -0.4974  -0.5931
C4 -0.0561 1.3592 0.2083  0.6145
C5 0.7379 2.6855 0.1368  -1.6869
C6 1.5075 -2.0286 -0.6792  -1.4634
C7 1.5691 -0.6941 0.0823  0.6160
N1 -2.9543 -2.0725 0.0570  -0.2500
N2 1.5835 -0.8599 1.4891  -0.4730
S1 -2.7623 0.5275 0.2637  -0.1233
H1 -1.7776 2.5880 -0.2780  0.4334
H2 -1.4042 1.3931 -1.5320  0.3970
H3 0.8188 0.4773 -1.5688  0.4849
H4 -0.2173 1.1056 1.2617  0.3299
H5 1.6670 2.5919 0.6915  0.4164
H6 0.1554 3.4960 0.5651  0.4476
H7 0.9696 2.9317 -0.8959  0.4073
H8 1.5824 -1.8724 -1.7503  0.4335
H9 0.5596 -2.5170 -0.4682  0.3379
H10 2.3210 -2.6743 -0.3639  0.4326
H11 2.5658 -0.2646 -0.2065  0.1940
H12 -3.8910 -2.0726 0.4483  0.2157
H13 -2.5766 -2.9786 -0.1864  0.2433
H14 1.5081 -1.8090 1.8160  0.2492
H15 1.0234 -0.2209 2.0299  0.2399



# C7H15N2Si

An isolated ion of composition C7H15N2Si and charge +1 in a non-equilibrium geometry (ωB97M-V/def2-TZVPD, the OMol25 dataset).

Highest occupied orbital energy: -12.03 eV
Relative energy (zero: lowest compared OMol25 entry of this formula, charge and spin): 112.5 kcal per mole
Gap between HOMO and LUMO: 6.592 eV
LUMO: -5.4 eV
Total charge: +1

Each line ends with the Mulliken charge.
Geometry (Å):
C1 0.3156 0.8561 2.7473  -0.1825
C2 -0.0389 -1.9046 1.0340  -1.7504
C3 0.2404 -0.4385 0.6149  0.2501
C4 -0.2871 2.6398 1.6579  -0.4472
C5 -0.7717 0.3651 1.7871  -0.2450
C6 1.6764 -1.2400 -2.3169  -1.0248
C7 -0.9125 0.8441 -2.2381  -1.2532
N1 0.4630 2.1060 2.7687  -0.4705
N2 -1.2033 1.6078 1.2891  -0.2032
Si1 0.2708 -0.3319 -1.3078  0.4961
H1 0.8986 0.0988 3.3415  0.3277
H2 -1.0440 -2.1776 0.9764  0.4562
H3 0.4034 -1.9904 2.1130  0.3134
H4 1.3697 -0.2672 0.7936  0.2589
H5 -0.7735 3.5877 2.0118  0.3305
H6 0.4235 2.9027 0.8819  0.2617
H7 -1.5307 -0.1682 2.1838  0.6267
H8 2.5725 -1.2861 -1.5138  0.2930
H9 1.3809 -2.1239 -2.7861  0.4115
H10 1.9423 -0.6469 -3.1713  0.4075
H11 -1.2409 0.4555 -3.1494  0.4627
H12 -1.7032 1.0895 -1.6709  0.3610
H13 -0.4396 1.6287 -2.6354  0.4915
H14 -2.0496 1.6868 0.8423  0.1774
H15 0.5193 -2.5240 0.4297  0.6509



# C7H15N3

C7H15N3 as an isolated structure in a non-equilibrium geometry (ωB97M-V/def2-TZVPD, the OMol25 dataset).

Highest occupied orbital energy: -6.37 eV
Relative energy (zero: lowest compared OMol25 entry of this formula, charge and spin): 107.4 kcal per mole
Gap between HOMO and LUMO: 6.840 eV
LUMO: 0.5 eV

Each line ends with the Mulliken charge.
Geometry (Å):
C1 0.7369 -1.9197 -0.0963  0.4286
C2 -3.3590 0.4268 0.8552  -1.5642
C3 2.7654 1.8282 0.8118  -1.1371
C4 0.1252 -2.0024 -2.0222  -1.3583
C5 -1.9470 0.7051 0.4643  -0.1989
C6 2.3018 0.5128 0.1276  -0.4555
C7 0.1908 -0.6383 -0.0317  0.0018
N1 1.3206 -2.8234 0.3120  -0.7218
N2 -1.1966 -0.4959 -0.0144  -0.1308
N3 0.9085 0.4842 -0.0861  -0.0101
H1 -3.5428 -0.2776 1.7087  0.3744
H2 -3.7476 1.3222 1.2614  0.4182
H3 -3.9822 0.0189 0.0299  0.3731
H4 2.0977 2.8051 0.5821  0.2305
H5 2.6739 1.7388 1.8628  0.3232
H6 3.8189 1.9401 0.6707  0.3807
H7 0.0162 -1.2145 -2.7828  0.2910
H8 0.8756 -2.6102 -2.3717  0.4613
H9 -0.7651 -2.3913 -1.8062  0.4355
H10 -2.0648 1.4529 -0.3101  0.2402
H11 -1.4414 1.0504 1.4469  0.3036
H12 3.0327 0.4499 -0.7980  0.2196
H13 2.5919 -0.3955 0.6508  0.4259
H14 -1.8139 -1.3537 -0.2373  0.3599
H15 0.4044 1.3872 -0.2273  0.3092



Energy in eV, matching the order above: -21308.2912 -18349.6907 -11967.4452